Molecular formula: C24H6AuCl5F4N6O
Method: DFT, ωB97M-V/def2-TZVPD

ORCA input file:
```
! RIJCOSX wB97M-V def2-TZVPD def2/J DEFGRID3
* xyz 2 1
C -2.357 0.944 4.135
F 5.385 -3.524 -0.849
C -1.823 3.108 3.149
C -4.350 -0.643 -1.606
C 4.579 -1.151 -6.407
Au -0.492 0.044 0.236
O -6.663 -1.035 -1.750
F 1.961 -0.492 -2.077
C -1.785 0.312 3.010
C 3.643 -2.011 -1.364
C -1.280 1.062 1.969
C 6.287 -2.657 -5.797
C -2.387 2.348 4.187
C 3.553 -1.137 -3.654
C 3.069 -1.193 -2.377
N -5.460 -2.559 -0.598
N 3.605 -3.888 1.660
C -3.166 0.867 -3.046
C 5.174 -1.901 -5.369
F 2.932 -0.372 -4.541
H -5.096 0.030 -3.506
H -6.281 -3.129 -0.444
C 4.691 -1.908 -4.057
C 5.298 -2.700 -3.028
Cl -0.629 3.345 0.741
N -2.231 0.211 -0.958
Cl -2.989 0.020 5.412
C 3.427 -3.068 0.884
C -3.302 -0.544 -0.704
Cl -3.101 3.124 5.526
H -3.318 -1.055 0.248
H -1.278 1.512 -2.242
C -5.609 -1.444 -1.326
C -4.281 0.082 -2.798
C 2.123 -1.189 0.360
N 4.122 -0.538 -7.262
H -3.070 1.438 -3.958
Cl -1.703 -1.389 2.938
H -4.571 -2.928 -0.310
C 4.789 -2.763 -1.751
N 7.180 -3.257 -6.194
C -1.281 2.443 2.025
Cl -1.764 4.802 3.249
N 1.390 -0.394 0.801
C 3.084 -2.075 -0.069
F 6.373 -3.406 -3.323
C -2.160 0.906 -2.096
*
```

Output
* E_HOMO (spin up / spin down): -14.8 / -14.8 eV
* orbital gap (spin up / spin down): 5.02 / 5.01 eV

Molecular formula: C4H11N2O
Method: DFT, ωB97M-V/def2-TZVPD

ORCA input file:
```
! RIJCOSX wB97M-V def2-TZVPD def2/J DEFGRID3
* xyz 1 1
H 2.065 1.323 0.983
H -1.288 0.629 1.188
O 0.356 1.066 -0.328
H 0.385 1.717 1.599
H -2.198 -0.940 -1.053
N -0.090 -0.978 -1.509
H 1.043 2.634 0.249
N -2.295 -0.126 -0.479
H 0.791 -1.386 -1.922
C 0.132 -0.395 -0.231
H 2.110 -0.842 0.313
H -3.277 0.289 -0.147
H 0.905 -2.143 0.118
H -0.519 -0.287 -2.051
C 1.041 1.663 0.735
C -1.273 0.006 0.301
C 1.103 -1.151 0.553
H 1.010 -1.079 1.680
*
```

Output
* E_HOMO: -14.9 eV
* SMILES: CO[C@](C)(N)C=[NH2+]
* orbital gap: 10.65 eV

Molecular formula: H4O2
Method: DFT, ωB97M-V/def2-TZVPD

ORCA input file:
```
! RIJCOSX wB97M-V def2-TZVPD def2/J DEFGRID3
* xyz 0 1
H -2.758 -28.249 0.142
H -4.176 -28.779 0.174
O -3.417 -28.614 0.733
O -5.330 -26.577 3.209
H -5.663 -26.877 4.054
H -4.595 -27.162 3.020
*
```

Output
* E_HOMO: -11.3 eV
* SMILES: O.O
* orbital gap: 12.25 eV

Molecular formula: C6H7NO3
Method: DFT, ωB97M-V/def2-TZVPD

ORCA input file:
```
! RIJCOSX wB97M-V def2-TZVPD def2/J DEFGRID3
* xyz 0 1
N 0.256 -0.943 -0.225
H -1.131 -0.341 -1.439
H -0.929 2.159 -0.833
H -1.528 0.224 0.031
H 0.533 1.592 -1.671
C 1.442 -2.511 0.874
C 1.767 -1.872 -1.335
H 0.056 -1.502 1.921
O 3.183 1.531 0.468
C 0.463 -1.520 0.923
O 1.964 -2.568 -0.365
O 4.098 -0.493 -0.141
H 0.524 1.709 0.217
C -0.111 1.573 -0.705
C 3.596 0.477 0.203
H 2.002 -2.942 1.738
C -0.631 0.101 -0.548
*
```

Output
* E_HOMO: -8.0 eV
* orbital gap: 8.60 eV

Molecular formula: C11H22AsF5N5O2PtSTe
Method: DFT, ωB97M-V/def2-TZVPD

ORCA input file:
```
! RIJCOSX wB97M-V def2-TZVPD def2/J DEFGRID3
* xyz 1 3
H 4.340 -1.271 -2.446
H 0.063 -1.592 -1.128
O -0.103 2.809 -0.186
H 0.066 -2.399 0.442
C -1.612 -2.947 -0.813
H -3.110 1.175 -0.426
F 4.740 0.229 0.198
H -1.462 3.364 1.747
H -1.984 -1.575 2.602
C -2.102 -3.940 0.033
N 2.157 5.232 1.764
O 1.657 0.116 -1.549
C -2.122 -2.852 -2.106
H -3.492 -3.645 -3.549
Te 3.368 1.319 0.921
H -3.309 -0.442 -1.153
F 4.327 3.028 0.947
C -3.603 -4.699 -1.684
C -3.090 -4.811 -0.399
C -2.591 0.323 -0.860
H 4.291 0.970 -3.068
F 2.301 -0.301 1.443
H -3.063 -0.196 2.308
As -1.385 -0.397 0.455
H 2.899 1.891 -2.715
H -4.377 -5.376 -2.020
H -0.985 2.838 3.242
F 4.274 1.041 2.511
C -0.576 -1.976 -0.332
H 2.979 -1.966 -1.691
C 1.149 4.420 1.453
H 2.956 5.240 1.143
N 3.463 1.084 -2.508
H 2.379 5.412 2.731
H -1.692 -4.045 1.032
H 0.490 4.378 3.357
C -2.558 -1.042 1.846
C 2.759 -0.013 -2.083
F 1.943 2.058 2.375
N -0.668 3.060 2.304
H -3.291 -1.713 1.401
H -3.454 -5.585 0.265
N 0.248 4.142 2.407
Pt 0.211 1.200 1.256
H -1.729 -2.103 -2.784
N 3.352 -1.223 -2.259
C -3.111 -3.723 -2.539
H -2.022 0.656 -1.726
S 1.077 3.848 -0.160
*
```

Output
* ⟨S²⟩: 2.006
* E_HOMO (spin up / spin down): -11.4 / -11.6 eV
* orbital gap (spin up / spin down): 8.44 / 7.10 eV

Molecular formula: C14H17N7O7PS4W
Method: DFT, ωB97M-V/def2-TZVPD

ORCA input file:
```
! RIJCOSX wB97M-V def2-TZVPD def2/J DEFGRID3
* xyz 0 2
N -0.844 3.941 4.769
C -2.023 0.243 2.424
C -1.868 -0.188 3.858
C -3.036 -4.088 1.000
C 1.932 0.636 4.111
H 1.590 2.541 3.342
N 1.454 -0.097 -0.083
H -2.541 -3.236 1.470
C 1.048 1.086 1.847
O -0.319 1.708 -1.093
O -1.988 3.494 -0.951
H -4.921 -3.849 1.980
N -1.097 1.452 2.362
H -4.806 -3.003 0.432
C -0.637 -4.778 -2.687
C 1.999 0.487 0.936
S -2.746 -1.335 -1.178
C 1.740 -0.939 -2.133
H -2.745 -4.993 1.531
C -0.389 1.619 3.655
H -3.027 0.577 2.151
H -0.006 -4.509 -3.532
W -0.765 -0.128 -0.247
S -0.094 -2.620 0.008
H -2.098 -5.856 -3.834
N 2.540 -0.081 4.767
S -1.790 2.137 -1.327
O -2.229 1.695 -2.611
N 2.542 -1.498 -3.049
P -1.749 -3.054 -1.040
H -0.794 -6.856 -3.179
H 2.194 -1.672 -3.974
H -2.079 -6.268 -2.112
O -1.542 -0.733 1.578
H -5.011 -4.763 0.469
C -4.535 -3.916 0.962
H -0.636 0.371 5.537
S 0.090 -0.665 -2.546
C -0.950 0.505 4.512
O -2.357 1.165 -0.207
C -0.671 2.931 4.254
N -0.154 1.095 1.438
N 2.307 -0.625 -0.978
H 3.073 0.503 1.048
C 1.148 1.545 3.278
H 3.533 -1.515 -2.878
O -2.526 -4.253 -0.354
C -1.456 -6.015 -2.968
H -2.429 -1.018 4.261
H 0.006 -4.907 -1.813
O -1.505 -3.637 -2.484
*
```

Output
* ⟨S²⟩: 0.756
* E_HOMO (spin up / spin down): -8.7 / -8.8 eV
* orbital gap (spin up / spin down): 7.08 / 6.84 eV

Molecular formula: C7H15NO2
Method: DFT, ωB97M-V/def2-TZVPD

ORCA input file:
```
! RIJCOSX wB97M-V def2-TZVPD def2/J DEFGRID3
* xyz 0 1
N 0.030 -0.967 1.105
H 1.839 -1.867 -1.286
C -1.177 0.821 -0.063
H 2.739 -0.537 -2.052
C -1.478 1.428 -1.432
H -0.567 1.773 -1.912
H -2.986 -0.358 0.045
H 1.445 -0.469 3.184
H -2.248 -0.012 1.615
H 2.054 0.588 1.879
H -0.665 1.565 0.554
H -1.956 0.694 -2.079
H -0.669 -1.114 -0.904
H 3.008 -0.830 2.395
O 1.415 -1.293 1.285
C 2.003 -0.440 2.246
C -2.466 0.397 0.632
C -0.225 -0.379 -0.217
C 1.130 0.075 -0.782
C 1.754 -0.888 -1.754
O 1.639 1.117 -0.463
H -2.147 2.276 -1.326
H -3.126 1.253 0.750
H 1.116 -0.979 -2.631
H -0.460 -1.854 1.211
*
```

Output
* E_HOMO: -9.3 eV
* SMILES: CON[C@H](C(C)=O)C(C)C
* orbital gap: 10.19 eV

Molecular formula: H4SSi
Method: DFT, ωB97M-V/def2-TZVPD

ORCA input file:
```
! RIJCOSX wB97M-V def2-TZVPD def2/J DEFGRID3
* xyz 0 3
Si -0.158 -0.115 -0.721
H -1.249 -0.742 -1.419
H -0.431 1.480 -0.693
H -0.087 0.223 2.327
H 1.268 -0.360 -0.646
S 0.305 -1.109 2.268
*
```

Output
* ⟨S²⟩: 2.005
* E_HOMO (spin up / spin down): -6.7 / -10.0 eV
* orbital gap (spin up / spin down): 7.55 / 7.22 eV

Molecular formula: C26H24Br2CoN4S2
Method: DFT, ωB97M-V/def2-TZVPD

ORCA input file:
```
! RIJCOSX wB97M-V def2-TZVPD def2/J DEFGRID3
* xyz 0 4
H 1.194 -3.337 3.520
H 0.138 -2.089 -2.773
H 2.790 1.218 4.344
H 2.061 1.346 -4.702
H -2.933 -0.675 3.744
C -0.409 -2.415 -1.891
Br 4.032 3.506 -4.150
N 1.710 0.509 -1.469
H 0.676 1.000 3.080
C -1.714 -2.108 4.739
H 3.958 2.995 -1.224
H 0.837 -0.185 -3.196
H -2.380 -2.189 5.588
C 3.109 2.275 -3.068
C 2.680 1.381 0.550
C -2.083 -1.811 -0.287
C -2.573 -1.230 -3.337
H -3.406 -1.136 1.261
C 2.570 1.384 -0.937
S 1.062 -1.880 1.116
Co 0.155 0.072 -0.010
C -2.596 -0.732 0.644
H -2.994 0.098 0.059
C -2.020 -1.255 3.695
C 1.608 1.164 2.556
H -0.282 -3.526 5.488
C -0.543 -2.856 4.678
C -3.223 0.821 -4.376
H 0.290 -2.789 -1.147
C -1.865 0.869 -2.352
C 0.287 -2.749 3.579
S -1.101 1.837 -1.107
C -1.179 -1.125 2.589
C -0.009 -1.894 2.504
C -2.548 1.520 -3.394
H -2.930 -2.302 -0.778
C 2.233 1.372 -3.636
C 2.788 1.278 3.266
H -1.338 1.432 2.864
C -1.872 -0.534 -2.350
H -3.739 1.358 -5.163
C 3.914 1.502 1.168
N -1.528 -0.185 1.520
Br 5.607 1.552 3.442
C 3.956 1.441 2.548
H -3.779 -1.132 -5.103
H -1.074 -3.233 -2.181
H -3.015 1.014 2.488
C -2.006 1.098 2.073
C 1.556 0.514 -2.792
C -3.245 -0.569 -4.348
H -2.025 1.836 1.276
N -1.152 -1.277 -1.313
H 4.814 1.612 0.580
N 1.540 1.210 1.227
C 3.293 2.288 -1.699
H -2.536 2.603 -3.403
H -1.539 -2.563 0.287
H -2.593 -2.312 -3.316
*
```

Output
* ⟨S²⟩: 3.759
* E_HOMO (spin up / spin down): -7.1 / -7.1 eV
* orbital gap (spin up / spin down): 6.71 / 6.53 eV

Molecular formula: C3H4FO3P
Method: DFT, ωB97M-V/def2-TZVPD

ORCA input file:
```
! RIJCOSX wB97M-V def2-TZVPD def2/J DEFGRID3
* xyz -2 1
C -0.220 -0.658 -0.506
O -1.726 1.443 -1.039
O -1.821 0.830 1.479
H 2.392 -1.078 0.782
P -1.946 0.386 0.053
H 0.734 1.439 -0.226
C 0.910 0.428 -0.066
F 0.173 -1.964 -0.053
H -0.405 -0.707 -1.534
O -3.062 -0.636 -0.236
C 2.057 -0.044 0.485
H 2.913 0.560 0.860
*
```

Output
* E_HOMO: 0.5 eV
* SMILES: C=C[C@@H](F)P(=O)([O-])[O-]
* orbital gap: 6.17 eV

Molecular formula: C15H28BInN4O4P
Method: DFT, ωB97M-V/def2-TZVPD

ORCA input file:
```
! RIJCOSX wB97M-V def2-TZVPD def2/J DEFGRID3
* xyz -1 1
O -0.263 -3.666 -0.613
O -1.751 -2.146 -1.938
C 3.211 3.997 1.267
N -3.642 2.539 0.857
H -0.003 -0.710 -3.426
O -1.535 -1.813 0.644
H 2.384 0.478 -0.735
H 0.084 -6.194 -0.681
C 0.720 -5.682 0.044
H 4.250 4.241 1.418
H 2.572 0.526 -2.499
H 2.837 -1.902 -0.425
H -0.456 5.224 -0.464
N 1.026 4.151 0.926
P -0.966 -2.213 -0.697
C -3.521 4.700 0.304
H -1.215 2.964 1.749
C 2.610 2.732 1.217
H 0.463 -2.741 1.816
C -1.395 3.433 0.780
C 2.151 4.867 1.074
H 1.074 -4.285 2.439
H -0.669 5.578 1.509
H 1.891 -3.496 1.073
H -1.825 -3.961 1.612
H -3.006 5.629 0.110
C -4.858 4.360 0.280
H -5.697 4.993 0.037
H -1.942 -5.364 0.533
C 0.919 -3.690 1.536
H 3.292 -1.986 -2.140
H 3.066 1.759 1.330
C 2.466 -2.097 -1.434
H 2.126 5.946 1.042
H 0.948 -6.368 0.865
C -1.299 -4.846 1.250
N -2.836 3.597 0.654
In -0.555 0.313 1.257
H 1.653 -5.401 -0.450
C -4.869 2.998 0.634
N 1.296 2.830 1.009
C 0.008 -4.446 0.571
C 1.872 0.319 -1.687
H 0.437 -2.404 -3.271
H 1.630 -1.243 -3.900
H -1.083 2.720 0.006
B -0.429 4.730 0.657
O 0.330 -1.197 -0.764
H -5.716 2.333 0.733
C 0.817 -1.386 -3.184
H 1.044 1.028 -1.748
H 2.092 -3.121 -1.482
C 1.354 -1.111 -1.783
H -1.092 -5.515 2.088
*
```

Output
* E_HOMO: -5.6 eV
* orbital gap: 8.12 eV

Molecular formula: C5H7F2N
Method: DFT, ωB97M-V/def2-TZVPD

ORCA input file:
```
! RIJCOSX wB97M-V def2-TZVPD def2/J DEFGRID3
* xyz 0 1
C -1.283 0.399 -0.761
H -0.009 -2.374 0.926
C -0.364 -0.787 -0.497
C 1.009 -0.450 0.198
F 2.042 -1.130 -0.351
H 1.229 1.335 1.606
C -0.060 -1.292 0.816
C 1.395 0.912 0.626
H -0.448 -0.614 1.594
N -1.149 1.375 0.225
F 2.357 1.396 -0.072
H -1.155 2.239 -0.346
H -0.898 0.703 -1.811
H -0.418 -1.677 -1.225
H -2.249 -0.036 -0.925
*
```

Output
* E_HOMO (spin up / spin down): -9.4 / -8.0 eV
* orbital gap (spin up / spin down): 9.75 / 7.62 eV

What did the third record say?
Molecular formula: H4O2
Method: DFT, ωB97M-V/def2-TZVPD

ORCA input file:
```
! RIJCOSX wB97M-V def2-TZVPD def2/J DEFGRID3
* xyz 0 1
H -2.758 -28.249 0.142
H -4.176 -28.779 0.174
O -3.417 -28.614 0.733
O -5.330 -26.577 3.209
H -5.663 -26.877 4.054
H -4.595 -27.162 3.020
*
```

Output
* E_HOMO: -11.3 eV
* SMILES: O.O
* orbital gap: 12.25 eV